A structure of composition C6H8O4. Source: OMol25; level of theory: ωB97M-V with the def2-TZVPD basis set.

Element x y z (Å)
O: 1.27 2.80 0.29
C: 0.57 1.87 -0.03
H: 0.40 1.55 -1.07
O: 0.16 0.92 0.89
C: -0.32 -0.34 0.45
C: 0.18 -0.78 -0.92
C: 1.55 -1.23 -0.34
O: 1.49 -2.56 -0.92
C: 0.13 -2.27 -0.50
C: 0.55 -1.54 0.81
H: -1.40 -0.43 0.65
H: -0.03 -0.36 -1.91
H: 2.52 -0.71 -0.32
H: -0.65 -3.02 -0.66
H: 0.77 -1.99 1.78
O: -2.37 3.09 0.68
H: -1.90 2.32 1.12
H: -2.92 2.68 0.00

The energy above the lowest of the compared OMol25 structures with the same formula, charge and spin comes out at 4.796 eV.

A structure of composition C6H8O5Rb. Source: OMol25; level of theory: ωB97M-V with the def2-TZVPD basis set.

Element x y z (Å)
Rb: 0.79 1.35 -0.27
O: -2.66 0.64 0.78
O: -4.18 0.08 2.32
C: -5.62 -0.03 2.38
C: -6.02 -0.05 0.90
O: -4.80 0.33 0.23
C: -3.79 0.34 1.08
H: -5.86 -0.96 2.91
H: -6.00 0.83 2.92
H: -6.79 0.68 0.65
H: -6.31 -1.05 0.55
O: 4.51 -1.41 -1.12
C: 5.43 -2.16 -1.97
C: 4.79 -2.01 -3.35
O: 3.61 -1.20 -3.05
C: 3.51 -0.91 -1.79
H: 6.42 -1.69 -1.89
H: 5.46 -3.19 -1.60
H: 4.45 -2.95 -3.79
H: 5.40 -1.45 -4.06

The total charge is +1.

LUMO level (eV)
0.46; -3.13
Electronic energy (eV)
-14537.190; -17238.045
Kohn-Sham gap (eV)
10.6; 9.5